This record from the OMol25 dataset describes the ion C5H14N with charge +1 in a non-equilibrium geometry. The level of theory is ωB97M-V with the def2-TZVPD basis set.

Last column: Löwdin charge in e.
Geometry (Å):
C: -0.13 1.56 0.90  -0.11
C: 0.11 0.94 -0.46  -0.18
C: -0.42 -0.53 -0.52  -0.42
C: -0.87 -0.81 -2.01  -0.05
C: 0.61 -1.51 -0.06  -0.10
N: 0.51 0.74 2.03  0.21
H: -1.17 1.58 1.20  0.13
H: 0.26 2.58 0.93  0.13
H: 1.12 0.99 -0.87  0.13
H: -0.39 1.55 -1.21  0.13
H: -1.39 -0.56 -0.03  0.13
H: -1.28 -1.82 -1.96  0.08
H: -0.02 -0.63 -2.66  0.09
H: -1.69 -0.16 -2.29  0.08
H: 0.48 -2.02 0.90  0.08
H: 0.60 -2.42 -0.69  0.09
H: 1.65 -1.18 -0.12  0.09
H: -0.14 0.21 2.60  0.17
H: 1.20 0.12 1.63  0.13
H: 0.96 1.36 2.70  0.17

Summary:
net charge: +1
SMILES: CC(C)CC[NH3+]
maximum force: 2.7 eV/Å
calculated total energy: -6895.26575 eV
ΔE to the lowest compared entry with this formula, charge and spin: 13.7 kcal/mol